No. 1
Computed, not measured: C4H20B2KO4 as an isolated structure in a non-equilibrium geometry, with ωB97M-V/def2-TZVPD.

The geometry in ORCA input format:
```
! RIJCOSX wB97M-V def2-TZVPD def2/J DEFGRID3
* xyz -1 1
H -0.9359 -1.0145 0.1768
H -1.2768 0.4121 -1.2547
H -0.2642 -3.1129 0.2766
H -0.2555 -1.5722 1.0625
K 1.0139 -0.3235 0.4014
H 1.0178 1.3600 -2.4458
B -0.4049 -2.0562 0.1098
H 2.3848 -0.8483 0.9587
H -1.3117 -0.1215 2.2799
C 0.5666 -0.7575 -2.8261
H -0.5202 1.2263 -3.1653
H 2.0741 0.7736 1.2433
C -1.4592 2.0247 1.4711
H 0.8565 -1.6607 -1.2290
H 3.8049 0.2311 1.3145
H -1.8816 2.4153 0.5453
H -1.4222 -1.8776 -0.2023
H -2.7357 0.2976 1.2677
C 0.1264 0.7327 -2.4397
H 2.7809 -0.2190 2.5687
C -1.6640 0.4350 1.4114
H -0.2450 -1.4640 -2.6528
O 1.4556 -1.2249 -1.8396
O -2.2284 2.5912 2.5351
B 2.7707 -0.0056 1.5111
H -0.4264 2.3664 1.5396
H -1.8186 3.4134 2.8137
H 1.0091 -0.9181 -3.8092
H 0.1998 -1.7251 -0.7203
O -0.8504 -0.0626 0.2666
O -0.3603 0.6848 -1.1690
*
```

- Electronic energy: -30320.4173 eV
- Energy relative to the best compared isomer or geometry (same formula, charge and spin): 1701.0 kJ/mol
- Gap between HOMO and LUMO: 6.922 eV

***

No. 2
Computed, not measured: one molecule with the formula C4H9NO2, with ωB97M-V/def2-TZVPD.

The geometry in ORCA input format:
```
! RIJCOSX wB97M-V def2-TZVPD def2/J DEFGRID3
* xyz 0 1
H 2.9601 0.5946 -0.5222
H 0.2627 1.0037 1.5175
C 0.2781 -0.0268 1.1417
C 1.8704 0.5562 -0.4973
O -0.8787 1.9390 -0.2732
H 0.1563 -0.7097 1.9896
N -1.3466 0.6641 -0.5861
C -1.2847 -1.6593 -0.1531
H -1.4524 2.4966 -0.8112
H 1.4673 1.5623 -0.3303
H -0.9918 -1.9767 -1.1581
H -2.3751 -1.7020 -0.0913
O 1.5232 -0.3319 0.5514
H 1.4995 0.2106 -1.4740
H -0.8651 -2.3687 0.5654
C -0.8231 -0.2519 0.1312
*
```

- Electronic energy: -9876.7228 eV
- Energy relative to the best compared isomer or geometry (same formula, charge and spin): 322.1 kJ/mol
- Gap between HOMO and LUMO: 10.500 eV
- SMILES: COC/C(C)=N\O